Formula: C39H42F5INOPS4Y
Source: the Open Molecules 2025 dataset
Level of theory: ωB97M-V/def2-TZVPD

ORCA input file:
```
! RIJCOSX wB97M-V def2-TZVPD def2/J DEFGRID3
* xyz 1 1
Y -0.2875 0.3053 0.4072
C -2.9644 2.2919 -1.6406
C -2.6153 2.3961 -0.1728
C -3.4462 1.8815 0.8381
C -4.8023 1.2928 0.5332
C -3.0435 1.9846 2.1778
C -3.8592 1.3541 3.2773
C -1.8940 2.7126 2.5219
C -1.5203 2.8841 3.9716
C -1.1435 3.3541 1.5245
C -0.0540 4.3279 1.8955
C -1.4759 3.1532 0.1742
C -0.7369 3.8860 -0.9187
H -3.2672 3.2641 -2.0379
H -3.7719 1.5956 -1.8382
H -2.1055 1.9697 -2.2328
H -5.5734 1.8457 1.0724
H -4.8867 0.2529 0.8526
H -5.0622 1.3368 -0.5178
H -3.2481 0.6464 3.8439
H -4.7255 0.8158 2.9057
H -4.2177 2.1020 3.9869
H -1.9215 3.8250 4.3600
H -0.4413 2.9011 4.1070
H -1.9061 2.0807 4.5908
H -0.1213 5.2283 1.2857
H 0.9443 3.9117 1.7466
H -0.1318 4.6384 2.9323
H 0.2192 4.2748 -0.5861
H -1.3455 4.7203 -1.2816
H -0.5330 3.2465 -1.7773
F 3.3248 -4.5229 4.0013
C 2.5153 -3.4930 3.7846
C 2.7302 -2.6531 2.7014
F 3.7432 -2.8766 1.8658
C 1.8558 -1.6082 2.4864
F 2.0483 -0.8444 1.3873
C 0.7773 -1.3204 3.3138
S -0.2373 0.0954 3.0609
C 0.5864 -2.1874 4.3845
F -0.4329 -2.0018 5.2194
C 1.4355 -3.2593 4.6222
F 1.2144 -4.0689 5.6505
C 1.9913 -4.0787 -2.4251
C 0.6857 -3.5887 -1.8183
S 0.9539 -3.0565 -0.1124
O -0.1534 -2.0370 0.1679
C 0.4174 -4.5131 0.8078
C -1.0338 -4.9088 0.5917
H 1.8177 -4.4057 -3.4495
H 2.4047 -4.9254 -1.8741
H 2.7352 -3.2811 -2.4358
H -0.1075 -4.3340 -1.8503
H 0.3329 -2.6823 -2.3068
H 0.6117 -4.2424 1.8476
H 1.1276 -5.3029 0.5475
H -1.6616 -4.0210 0.5052
H -1.3867 -5.4819 1.4477
H -1.1630 -5.5243 -0.2968
I -4.5501 -3.3822 3.0873
C -3.9583 -2.4543 1.3310
C -4.5286 -2.7669 0.1056
C -4.0622 -2.1182 -1.0275
C -3.0451 -1.1893 -0.8957
N -2.5054 -0.8802 0.2849
C -2.9542 -1.4982 1.3782
H -5.3207 -3.5005 0.0352
H -4.4774 -2.3329 -2.0022
H -2.6461 -0.6766 -1.7645
H -2.4769 -1.2253 2.3121
S 1.8573 1.9502 0.0988
P 2.0292 1.2291 -1.7686
S 0.4247 0.0822 -2.2506
C 2.2202 2.5784 -2.9439
C 1.2664 2.8593 -3.9128
C 1.4458 3.9423 -4.7614
C 2.5731 4.7398 -4.6407
C 3.5325 4.4546 -3.6755
C 3.3581 3.3759 -2.8279
C 3.4931 0.1867 -1.9368
C 4.3314 -0.0827 -0.8649
C 5.4152 -0.9349 -1.0361
C 5.6614 -1.5059 -2.2729
C 4.8263 -1.2298 -3.3528
C 3.7430 -0.3866 -3.1864
H 0.3901 2.2295 -4.0078
H 0.7057 4.1609 -5.5198
H 2.7095 5.5860 -5.3012
H 4.4158 5.0725 -3.5858
H 4.1069 3.1552 -2.0750
H 4.1315 0.3627 0.1007
H 6.0675 -1.1498 -0.2000
H 6.5103 -2.1646 -2.4032
H 5.0257 -1.6697 -4.3210
H 3.0896 -0.1719 -4.0246
*
```

Summary:
LUMO level   -2.4 eV
E   -120024.260 eV
Kohn-Sham gap   8.1 eV


Formula: C34H45FeGeN6O6Se
Source: the Open Molecules 2025 dataset
Level of theory: ωB97M-V/def2-TZVPD

ORCA input file:
```
! RIJCOSX wB97M-V def2-TZVPD def2/J DEFGRID3
* xyz 1 5
Fe -0.5910 1.1150 -0.4832
C -6.4613 1.0012 3.1971
C -5.3575 0.7539 2.2019
C -4.8343 -0.5145 2.0035
C -3.8912 -0.7819 0.9841
C -3.4485 -2.0712 0.6237
N -3.4377 -3.1683 1.4562
C -2.9111 -3.0759 2.8062
C -1.4095 -3.3997 2.8419
C -0.5691 -2.4305 1.9991
N 0.7401 -3.0303 1.7472
C 1.2362 -3.4246 0.5974
C 0.9976 -2.9748 -0.7137
C 1.3777 -3.8776 -1.7383
C 1.2678 -3.5769 -3.0708
C 1.6054 -4.5746 -4.1461
C 0.8228 -2.2948 -3.4040
C 0.4858 -1.3313 -2.4598
C 0.0981 -0.0383 -2.9875
N -0.3391 0.9858 -2.3645
C -0.7943 2.1152 -3.1913
C -0.6019 3.4844 -2.5384
C -1.7487 3.8898 -1.6095
N -2.1854 2.7559 -0.8095
C -3.3354 2.7494 -0.2651
C -3.8714 1.6168 0.4650
C -4.8765 1.8013 1.4187
C -3.3635 0.3151 0.1996
O -2.4145 0.0925 -0.6352
C 0.5429 -1.6446 -1.0620
O 0.3405 -0.7740 -0.1606
H -6.6510 0.1153 3.8016
H -7.3859 1.2569 2.6763
H -6.2186 1.8313 3.8621
H -5.2151 -1.3452 2.5891
H -3.1159 -2.2104 -0.3980
H -3.2328 -4.0456 1.0078
H -3.4382 -3.7722 3.4595
H -3.0876 -2.0679 3.1800
H -1.2694 -4.4178 2.4645
H -1.0660 -3.3859 3.8819
H -0.4392 -1.4851 2.5285
H -1.0475 -2.2145 1.0478
H 1.1555 -3.4675 2.5598
H 1.9595 -4.2300 0.6936
H 1.7467 -4.8566 -1.4497
H 2.1797 -5.4088 -3.7477
H 2.1846 -4.1023 -4.9400
H 0.6957 -4.9742 -4.5978
H 0.7556 -2.0286 -4.4540
H 0.1803 0.0331 -4.0748
H -1.8569 1.9483 -3.3921
H -0.2673 2.1000 -4.1496
H -0.5053 4.2369 -3.3220
H 0.3286 3.4766 -1.9776
H -2.5868 4.2865 -2.1930
H -1.3967 4.6941 -0.9541
H -3.9878 3.6298 -0.3298
H -5.2704 2.8000 1.5845
O 0.8795 4.2969 4.2225
C 0.0585 3.3231 4.5466
O -0.2725 3.0864 5.6810
C -0.4673 2.4727 3.4332
C -1.4192 1.4894 3.6077
N -1.5990 0.8896 2.4224
N -0.8282 1.4276 1.4772
C -0.1346 2.3949 2.0633
C 0.8287 3.1459 1.1842
O 1.4113 4.1381 1.6193
O 0.9579 2.6442 0.0136
H 1.0635 4.3505 3.2463
H -1.9656 1.2140 4.4943
H -2.3033 0.2048 2.1553
C 4.1309 1.1460 -3.5484
Ge 5.2174 0.3913 -2.0942
C 7.1372 0.7350 -2.2940
C 4.8109 -1.5220 -1.8496
C 4.5418 1.3096 -0.4338
Se 2.7154 0.7243 -0.1779
C 2.7239 0.5284 1.7410
H 4.2713 0.5909 -4.4750
H 4.4024 2.1862 -3.7262
H 3.0742 1.1066 -3.2729
H 7.4980 0.2503 -3.2009
H 7.6980 0.3417 -1.4472
H 7.3284 1.8041 -2.3761
H 5.2249 -2.1147 -2.6647
H 3.7294 -1.6785 -1.8285
H 5.2342 -1.8907 -0.9134
H 4.5419 2.3946 -0.5557
H 5.1160 1.0543 0.4558
H 3.5104 -0.1751 2.0102
H 1.7461 0.1511 2.0314
H 2.9168 1.5001 2.1940
*
```

Summary:
LUMO level (alpha / beta)   -3.7 / -5.4 eV
E   -213457.523 eV
Kohn-Sham gap (alpha / beta)   4.0 / 4.1 eV


Formula: C4H6N4O2S3
Source: the Open Molecules 2025 dataset
Level of theory: ωB97M-V/def2-TZVPD

ORCA input file:
```
! RIJCOSX wB97M-V def2-TZVPD def2/J DEFGRID3
* xyz 0 1
C -0.9295 -1.7005 -0.4788
C 1.0672 1.5163 -0.1968
C 0.3656 -0.8859 -0.2253
C -0.1029 0.6082 0.1292
N 1.1224 -1.4183 0.8303
N 0.9486 -1.2696 2.0131
N -1.5316 -1.3631 -1.5871
N 1.1516 2.7234 0.4104
O -1.3589 -2.5330 0.2904
O 1.9230 1.2139 -1.0403
S 1.3103 -1.8449 3.3635
S -0.4783 0.7512 1.9200
S -1.4259 1.2642 -1.0206
H 1.0440 -0.9044 -1.1084
H -1.0274 -0.8344 -2.2981
H -2.3947 -1.7473 -1.9072
H 0.7024 2.8884 1.2595
H 1.9809 3.0654 0.1928
H -2.3667 0.4703 -0.5465
*
```

Summary:
LUMO level (alpha / beta)   -1.8 / -2.0 eV
E   -46803.035 eV
Kohn-Sham gap (alpha / beta)   7.1 / 6.6 eV


Formula: C21H31O3V
Source: the Open Molecules 2025 dataset
Level of theory: ωB97M-V/def2-TZVPD

ORCA input file:
```
! RIJCOSX wB97M-V def2-TZVPD def2/J DEFGRID3
* xyz 1 2
O 0.2473 -0.0646 -3.7072
C 0.1512 1.1734 -4.4545
C 0.0950 0.5479 -5.8369
H 1.0423 1.7981 -4.2905
H -0.7836 1.7009 -4.2151
C 0.2051 -0.7420 -4.9920
H 0.9710 0.7474 -6.4589
H -0.8566 0.7234 -6.3460
C 1.4769 -1.4764 -5.3407
H 2.3384 -0.8117 -5.2447
H 1.4243 -1.7349 -6.4031
H 1.5935 -2.3950 -4.7606
C -1.0271 -1.6045 -5.1288
H -1.9249 -1.0317 -4.8661
H -0.9359 -2.5235 -4.5380
H -1.1184 -1.8846 -6.1845
V -0.4944 -0.5056 3.4497
C -2.4864 -0.8701 4.3465
C -2.1681 0.5085 4.5367
C -1.9244 1.0960 3.2450
H -2.1878 1.0426 5.4947
C -2.1232 0.0634 2.2519
C -2.4659 -1.1465 2.9365
H -2.7448 -2.0828 2.4729
H -2.8185 -1.5698 5.1188
H -1.7429 2.1498 3.0416
H -2.0914 0.1881 1.1829
C 1.0771 -1.9407 4.5909
C 0.1990 -2.6881 3.7511
C 0.4094 -2.2613 2.3878
H -0.4219 -3.5301 4.0505
C 1.4447 -1.2632 2.3989
C 1.8332 -1.0565 3.7653
H 2.6884 -0.4597 4.0818
H 1.2004 -2.0805 5.6655
H -0.0484 -2.7027 1.5090
H 1.9407 -0.8450 1.5246
O 1.7088 0.6834 -0.8786
C 0.5044 -0.1238 -0.8231
C -0.7337 0.7778 -1.0095
H 0.4606 -0.6553 0.1530
H 0.5262 -0.9053 -1.6035
C -0.1408 2.1469 -1.3711
H -1.2498 0.8694 -0.0399
H -1.3952 0.3119 -1.7544
C 1.2389 2.0484 -0.7188
H -0.7478 2.9654 -0.9636
H -0.0228 2.2702 -2.4638
H 1.0831 2.2398 0.3698
H 1.9742 2.7457 -1.1448
C 1.2570 2.2334 3.4839
C 0.6664 1.2634 4.4547
O 0.7576 1.2273 5.6562
H 1.7730 1.6934 2.6721
H 1.9358 2.9646 3.9498
H 0.4306 2.7751 2.9966
*
```

Summary:
LUMO level (alpha / beta)   -4.9 / -4.4 eV
E   -54100.223 eV
Kohn-Sham gap (alpha / beta)   6.8 / 7.3 eV


Formula: C5H5N
Source: the Open Molecules 2025 dataset
Level of theory: ωB97M-V/def2-TZVPD

ORCA input file:
```
! RIJCOSX wB97M-V def2-TZVPD def2/J DEFGRID3
* xyz 0 1
C 1.2604 -1.8969 -2.3707
C 1.0794 -1.0537 -1.4827
C -1.3289 0.2638 1.5214
C 0.8625 0.0432 -0.3498
C -0.4264 0.6961 -0.4931
N -1.2157 1.0305 0.4878
H -0.8544 -0.7807 1.5839
H -1.6721 0.6243 2.4056
H 0.9267 -0.5756 0.6043
H 1.8434 0.5396 -0.4263
H -0.4750 1.1093 -1.4803
*
```

Summary:
LUMO level (alpha / beta)   -1.2 / -2.9 eV
E   -6747.939 eV
Kohn-Sham gap (alpha / beta)   9.0 / 5.4 eV


Formula: C37H49As3F5OSb2W
Source: the Open Molecules 2025 dataset
Level of theory: ωB97M-V/def2-TZVPD

ORCA input file:
```
! RIJCOSX wB97M-V def2-TZVPD def2/J DEFGRID3
* xyz 3 1
W -0.2370 -0.2412 0.1739
C -2.8170 3.0212 0.5628
As -1.7435 1.6388 1.4109
C -1.0717 2.5523 2.9864
C -3.1586 0.4650 2.0167
C -3.7703 0.6493 3.2508
C -4.8216 -0.1735 3.6362
C -5.2708 -1.1733 2.7855
C -4.6685 -1.3595 1.5480
C -3.6096 -0.5469 1.1613
As -2.7527 -0.7993 -0.5559
C -3.8380 0.1756 -1.8451
C -3.2246 -2.6023 -1.1078
H -3.4710 3.4209 1.3364
H -3.4418 2.5833 -0.2103
H -2.2191 3.8317 0.1564
H -1.7882 3.2980 3.3238
H -0.1344 3.0440 2.7361
H -0.9033 1.8343 3.7852
H -3.4411 1.4350 3.9202
H -5.2932 -0.0280 4.5998
H -6.0940 -1.8097 3.0833
H -5.0382 -2.1448 0.9005
H -4.8794 -0.0195 -1.5943
H -3.6326 -0.2165 -2.8395
H -3.6543 1.2444 -1.8328
H -4.2467 -2.5777 -1.4804
H -3.1665 -3.3042 -0.2846
H -2.5774 -2.9227 -1.9219
C 3.2538 -0.8944 -1.9455
Sb 2.5675 -0.1529 -0.0763
C 3.7292 1.5925 0.2500
C 3.3596 -1.5472 1.3664
C 4.2423 -2.5064 0.6331
C 5.5979 -2.2261 0.4917
C 6.4170 -3.0446 -0.2733
C 5.8796 -4.1533 -0.9089
C 4.5299 -4.4441 -0.7681
C 3.6959 -3.6317 -0.0033
C 2.2687 -4.0326 0.1938
Sb 0.5041 -2.9679 -0.4963
C 0.2557 -3.6901 -2.4766
C -0.7815 -4.0989 0.7693
H 3.9889 -0.2020 -2.3536
H 2.4312 -0.9957 -2.6483
H 3.7299 -1.8603 -1.7826
H 4.7785 1.3037 0.1754
H 3.5344 1.9842 1.2466
H 3.5272 2.3565 -0.4965
H 2.5287 -2.0186 1.8877
H 3.9092 -0.9370 2.0816
H 6.0236 -1.3665 0.9992
H 7.4718 -2.8207 -0.3640
H 6.5114 -4.8030 -1.4999
H 4.1264 -5.3305 -1.2449
H 2.0417 -4.1520 1.2559
H 2.0944 -5.0081 -0.2678
H -0.1872 -4.6853 -2.4502
H 1.2372 -3.7533 -2.9461
H -0.3726 -3.0281 -3.0664
H -1.1951 -4.9472 0.2258
H -1.5773 -3.4902 1.1837
H -0.1726 -4.4710 1.5920
C 0.7645 3.3818 -0.6488
As 0.0417 1.8577 -1.6059
C 1.3499 1.6239 -3.0219
C -1.4837 2.5406 -2.6514
C -1.0992 3.7094 -3.5110
C -1.1249 5.0024 -2.9929
C -0.7678 6.0835 -3.7856
C -0.3839 5.8801 -5.1039
C -0.3672 4.5954 -5.6309
C -0.7232 3.5147 -4.8382
H 1.1182 4.1033 -1.3829
H 1.5806 3.0579 -0.0099
H 0.0022 3.8517 -0.0353
H 1.3304 2.5352 -3.6176
H 1.1054 0.7790 -3.6608
H 2.3467 1.4996 -2.6106
H -2.2614 2.8111 -1.9432
H -1.8372 1.7053 -3.2544
H -1.4526 5.1765 -1.9732
H -0.8059 7.0863 -3.3803
H -0.1154 6.7239 -5.7258
H -0.0900 4.4372 -6.6652
H -0.7332 2.5163 -5.2636
F 0.0184 -0.7457 7.3114
C -0.0465 -0.7827 6.0028
C -1.0299 -1.5415 5.3739
F -1.8961 -2.2333 6.0860
C -1.0891 -1.5704 3.9935
F -2.0041 -2.3071 3.3711
C -0.1933 -0.8269 3.2331
O -0.2561 -0.8851 1.8710
C 0.7925 -0.0795 3.8671
F 1.6635 0.6328 3.1315
C 0.8656 -0.0556 5.2472
F 1.7969 0.6699 5.8396
*
```

Summary:
LUMO level   -9.8 eV
E   -252188.358 eV
Kohn-Sham gap   5.7 eV


The lowest E belongs to which entry?
C37H49As3F5OSb2W